Computed, not measured: a structure of composition C20H15FNNaO11S2 in a non-equilibrium geometry, with ωB97M-V with the def2-TZVPD basis set.

Atoms and positions in Å:
Na: 1.1894 -1.3477 -2.9284
C: 1.0420 3.9435 -0.3740
C: 0.2332 2.6666 -0.2543
C: -0.8480 2.6676 0.8414
C: -0.2450 2.4748 2.1890
C: 0.5128 1.1706 2.2186
C: 0.4781 0.3646 3.3291
C: 1.1483 -0.8466 3.3865
F: 1.1078 -1.5707 4.4852
C: 1.9760 -1.2069 2.3372
C: 2.0383 -0.3740 1.1986
C: 3.0066 -0.6207 0.0595
O: 3.7369 -1.5856 0.1544
C: 2.8807 0.3209 -1.1099
C: 1.8915 1.2406 -1.1333
N: 1.0935 1.4794 -0.0869
C: 1.2083 0.7642 1.0770
C: 3.6773 0.1706 -2.4443
O: 4.1277 1.2193 -2.8506
O: 3.5444 -0.9255 -3.0058
H: 0.2672 4.7883 -0.5846
H: 1.6708 3.9153 -1.2425
H: 1.6157 4.2079 0.4828
H: -0.3165 2.5361 -1.1926
H: -1.5431 1.8622 0.5468
H: -1.3950 3.5974 0.8265
H: -1.0237 2.4719 2.9551
H: 0.4362 3.2717 2.4221
H: -0.1272 0.7366 4.1277
H: 2.5954 -2.1412 2.3817
H: 1.6877 1.8085 -2.0654
O: 0.1723 -2.8300 -1.7331
S: -1.0517 -3.5987 -2.0066
O: -1.2809 -3.8633 -3.4059
O: -1.2247 -4.7756 -1.1855
C: -2.4396 -2.5485 -1.3735
C: -3.3298 -3.2375 -0.4752
C: -4.4615 -2.5745 -0.0595
C: -4.6105 -1.2200 -0.3087
C: -3.7127 -0.5607 -1.1208
C: -2.6353 -1.2071 -1.6899
S: -1.6689 -0.3038 -2.9374
O: -2.6494 0.6711 -3.4895
O: -1.0690 -1.1646 -3.9668
O: -0.6194 0.3202 -2.1294
H: -3.0948 -4.2282 -0.2696
H: -5.1609 -3.1523 0.4877
H: -5.3576 -0.6318 0.1913
H: -3.8527 0.4842 -1.3881
O: 5.0411 -1.5948 6.0721
O: 5.3389 -1.0434 5.0415

Results
Spin multiplicity: 1
Charge: -2
Frontier orbital gap (alpha / beta) in eV: 4.7951 / 4.8007


Computed, not measured: an isolated molecule of C20H15IO3 in a non-equilibrium geometry, with ωB97M-V with the def2-TZVPD basis set.

Atoms and positions in Å:
C: -5.3443 2.4492 -1.7893
C: -4.4075 1.1741 -1.4820
C: -4.8590 -0.2511 -1.9732
C: -3.8947 -1.4384 -1.6817
C: -2.5586 -1.2074 -0.8899
C: -2.1234 0.1765 -0.3612
C: -0.8090 0.4986 0.4892
C: 0.0654 -0.7727 0.8814
C: -0.5882 -2.0107 1.5974
C: 0.1723 -3.2850 2.0238
C: 1.7045 -3.3512 1.7695
C: 2.3649 -2.1329 1.0893
C: 1.5867 -0.8424 0.6214
C: 2.4483 0.3317 -0.0747
O: 1.9999 1.0145 -1.0457
C: 3.9164 0.5364 0.5080
C: 4.6689 1.9302 0.6964
C: 4.0575 3.1499 -0.1376
O: 3.3930 4.0175 0.4992
I: 4.3455 3.4276 -2.2903
C: 4.6225 -0.6430 0.9205
C: 3.9595 -2.1155 0.8319
O: 4.6146 -3.1615 0.6213
C: -3.0660 1.3851 -0.6923
H: -5.1951 2.6719 -2.9144
H: -4.9269 3.3485 -1.2223
H: -6.4539 2.2534 -1.6220
H: -5.8500 -0.4273 -2.5261
H: -4.2022 -2.4826 -2.0459
H: -1.9110 -2.1260 -0.7196
H: -0.2409 1.3312 -0.0425
H: -1.1781 0.9565 1.4882
H: -1.7141 -1.9385 1.8010
H: -0.3330 -4.1797 2.5401
H: 2.3905 -4.2185 2.0578
H: 5.7565 1.7873 0.3337
H: 4.7494 2.2507 1.8039
H: 5.6823 -0.5664 1.3262
H: -2.8428 2.4601 -0.3893

Results
Structure (SMILES): Cc1cccc(Cc2cccc3c2C(=O)C(CC(=O)I)=CC3=O)c1
Spin multiplicity: 1
Charge: 0
Frontier orbital gap in eV: 7.0909


Computed, not measured: a structure of composition C20H16BClN8O4Os in a non-equilibrium geometry, with ωB97M-V with the def2-TZVPD basis set.

Atoms and positions in Å:
Os: -0.1645 -0.0048 -0.0451
C: -2.8450 -3.1635 0.1470
C: -1.7391 -2.5524 -0.3994
N: -1.5282 -1.3770 0.2368
N: -2.4926 -1.2285 1.1810
C: -3.2916 -2.2933 1.1398
B: -2.4347 -0.0002 2.1137
N: -1.0229 -0.0034 2.7476
C: -0.6119 -0.0009 4.0097
C: 0.7869 -0.0017 4.0323
C: 1.1738 -0.0036 2.7187
N: 0.0577 -0.0026 1.9253
N: -2.4860 1.2273 1.1796
C: -3.2815 2.2955 1.1371
C: -2.8289 3.1642 0.1466
C: -1.7227 2.5498 -0.3967
N: -1.5176 1.3749 0.2389
H: -3.2681 -4.1131 -0.1321
H: -1.0932 -2.8792 -1.1992
H: -4.1351 -2.3725 1.8085
H: -3.2829 0.0014 2.9481
H: -1.3234 0.0018 4.8210
H: 1.4230 -0.0006 4.9001
H: 2.1564 -0.0047 2.2801
H: -4.1250 2.3783 1.8049
H: -3.2466 4.1161 -0.1328
H: -1.0727 2.8758 -1.1937
O: 4.1011 0.0090 -3.9677
C: 2.9404 0.0071 -4.6082
O: 2.8559 0.0078 -5.7954
C: 1.6637 0.0041 -3.7719
C: 0.3757 0.0014 -4.3317
Cl: 0.0899 0.0043 -5.9728
N: -0.5673 -0.0026 -3.3518
N: 0.0929 -0.0015 -2.1348
C: 1.4264 0.0030 -2.4272
C: 2.3629 0.0071 -1.2743
O: 3.5480 0.0066 -1.3530
O: 1.7442 0.0095 -0.0571
C: -2.0463 -0.0050 -3.4492
C: -2.7308 -0.0093 -4.6655
C: -4.1191 -0.0082 -4.6832
C: -4.8550 -0.0037 -3.5141
C: -4.1771 -0.0003 -2.3081
C: -2.7931 -0.0010 -2.2818
H: 4.0222 0.0083 -2.9939
H: -2.2310 -0.0126 -5.6068
H: -4.6199 -0.0108 -5.6417
H: -5.9361 -0.0028 -3.5429
H: -4.7227 0.0036 -1.3731
H: -2.3179 0.0030 -1.3292

Results
Spin multiplicity: 1
Charge: +2
Frontier orbital gap (alpha / beta) in eV: 5.4296 / 5.4150


Computed, not measured: a structure of composition C20H16BN3O3Ti, with ωB97M-V with the def2-TZVPD basis set.

Atoms and positions in Å:
Ti: -1.5493 0.1771 -0.4585
C: 1.6570 1.5699 -3.1890
C: 0.5499 1.4185 -2.2092
N: 0.0669 0.2980 -1.8078
N: 0.5539 -0.8932 -2.2869
C: -0.1675 -1.8555 -1.7898
O: -1.1882 -1.5777 -0.9824
C: 0.1135 -3.2573 -2.0983
C: 1.1552 -3.5885 -2.9667
C: 1.4190 -4.9162 -3.2446
C: 0.6498 -5.9155 -2.6593
C: -0.3854 -5.5884 -1.7951
C: -0.6564 -4.2603 -1.5124
C: -0.1399 2.5852 -1.6151
C: 0.2105 3.8935 -1.8823
C: -0.4832 4.9184 -1.2495
C: -1.4992 4.6090 -0.3656
C: -1.8070 3.2768 -0.1553
N: -1.1633 2.2872 -0.7792
H: 1.2743 1.9939 -4.1205
H: 2.4171 2.2490 -2.8007
H: 2.1031 0.6038 -3.3991
H: 1.7468 -2.8020 -3.4134
H: 2.2251 -5.1767 -3.9169
H: 0.8605 -6.9539 -2.8783
H: -0.9800 -6.3685 -1.3398
H: -1.4572 -3.9954 -0.8367
H: 1.0175 4.1121 -2.5659
H: -0.2189 5.9490 -1.4446
H: -2.0479 5.3763 0.1600
H: -2.5846 2.9891 0.5413
O: -0.7731 1.6040 2.3624
B: -0.9787 0.3819 1.7223
O: -0.7354 -0.6706 2.5891
C: -0.3663 -0.0913 3.7884
C: -0.0166 -0.7067 4.9687
C: 0.3106 0.1341 6.0284
C: 0.2843 1.5202 5.8941
C: -0.0705 2.1281 4.6931
C: -0.3918 1.2835 3.6551
H: -0.0001 -1.7834 5.0608
H: 0.5921 -0.2989 6.9784
H: 0.5460 2.1386 6.7417
H: -0.0925 3.2029 4.5792

Results
Spin multiplicity: 2
Energy above the lowest of the compared OMol25 structures with the same formula, charge and spin in eV: 0.0000
Charge: +1
Frontier orbital gap (alpha / beta) in eV: 6.6468 / 6.6858